The following is a quantum chemistry calculation of C8H9FO3 in the gas phase, from the OMol25 dataset.

Properties
2S+1: 1
HOMO level, eV: -8.37
DFT total energy, eV: -17297.0448
Kohn-Sham gap, eV: 8.36
Total charge: 0
ΔE to the lowest compared entry with this formula, charge and spin, eV: 4.767

Last column: Mulliken charge in e.
Atoms and positions in Å:
C (-0.659, 2.208, 1.721)  -1.0050
O (-1.415, 1.373, 0.806)  -0.4382
C (-0.863, 0.154, 0.544)  0.2635
C (-0.072, -0.561, 1.529)  -0.2635
O (0.147, -0.231, 2.658)  -0.5312
C (-1.485, -0.449, -0.516)  0.7328
F (-2.652, 0.062, -0.807)  -0.2588
C (-1.176, -1.661, -1.276)  -0.6575
C (0.126, -1.794, -1.749)  -0.4645
C (1.142, -0.745, -1.575)  -0.3200
C (1.618, -0.216, -0.415)  0.1469
O (2.568, 0.751, -0.409)  -0.4874
H (0.248, 2.385, 1.228)  0.3696
H (-0.391, 1.829, 2.662)  0.3559
H (-1.097, 3.102, 1.528)  0.4204
H (0.154, -1.598, 1.282)  0.4948
H (-2.032, -2.339, -1.488)  0.3746
H (0.140, -2.563, -2.559)  0.3097
H (1.309, -0.104, -2.419)  0.2024
H (1.691, -0.623, 0.598)  0.4396
H (2.699, 1.020, -1.343)  0.3160

Forces on the atoms, in the same order (eV/Å):
0.47 -1.49 -2.29
0.43 -0.51 1.48
-1.14 0.77 -0.97
-1.09 -1.44 -0.19
0.40 0.87 1.18
0.70 -2.02 1.54
-1.43 0.77 -1.04
1.74 0.72 0.64
-2.79 -0.01 -0.49
-0.33 -0.19 1.50
1.71 -1.28 -0.63
-0.21 0.88 -1.22
2.02 -0.04 -0.71
-0.74 -0.27 1.36
-1.82 2.82 0.89
0.07 -0.40 -0.68
0.97 0.55 -0.14
0.91 0.61 0.76
0.49 -0.15 -0.83
-0.49 -0.29 -0.90
0.11 0.10 0.75



The following is a quantum chemistry calculation of C8H9N2O2P in the gas phase, from the OMol25 dataset.

Properties
2S+1: 3
HOMO level (spin up / spin down), eV: -6.46 / -9.69
DFT total energy, eV: -24801.9185
Kohn-Sham gap (spin up / spin down), eV: 6.12 / 6.54
Total charge: 0

Last column: Mulliken charge in e.
Atoms and positions in Å:
C (2.977, 1.018, 0.596)  -0.4202
C (1.751, 1.522, 0.168)  -0.6793
C (3.286, -0.341, 0.157)  -0.3752
C (0.813, 0.742, -0.594)  0.5972
C (2.383, -1.254, -0.302)  -0.4821
C (0.998, -0.741, -0.446)  0.3758
C (-3.613, -0.458, -0.045)  -0.9410
C (-2.370, -1.259, 0.218)  0.0381
N (-0.056, -1.509, -0.278)  -0.9300
N (-1.233, -0.803, -0.233)  0.4776
O (-1.703, 2.104, -0.770)  -0.6913
O (-1.166, 0.897, 1.474)  -0.6683
P (-0.973, 1.062, 0.001)  0.5757
H (3.524, 1.735, 1.212)  0.3706
H (1.567, 2.546, 0.414)  0.4278
H (4.257, -0.798, 0.375)  0.2954
H (0.827, 1.009, -1.682)  0.2597
H (2.647, -2.311, -0.495)  0.4103
H (-3.805, -0.554, -1.062)  0.3143
H (-4.364, -0.851, 0.671)  0.3314
H (-3.197, 0.537, 0.145)  0.2534
H (-2.551, -2.292, 0.478)  0.4601

Forces on the atoms, in the same order (eV/Å):
-0.04 -3.06 -1.27
0.66 0.44 0.53
3.64 3.98 2.68
-1.94 -0.17 -0.61
-5.50 -0.68 -1.55
2.50 -0.51 0.28
2.08 -0.17 3.08
0.08 -0.84 -2.12
-1.20 -0.81 0.15
-0.16 -0.14 -0.20
0.64 -1.31 -0.16
0.74 0.82 -0.62
0.48 0.68 1.26
0.68 -0.91 -0.30
-0.51 0.48 -0.03
-0.07 0.69 0.06
-0.15 0.00 0.52
-0.39 0.77 0.40
-0.93 -0.22 -1.74
0.07 0.84 -0.80
-1.55 0.43 0.11
0.88 -0.30 0.33



The following is a quantum chemistry calculation of a gas-phase ion, C8H9N2O2S2 (charge -1), from the OMol25 dataset.

Properties
2S+1: 1
HOMO level, eV: -4.05
DFT total energy, eV: -37183.8576
Kohn-Sham gap, eV: 4.99
Total charge: -1
ΔE to the lowest compared entry with this formula, charge and spin, eV: 3.139

Last column: Mulliken charge in e.
Atoms and positions in Å:
O (1.552, -2.661, 0.187)  -0.7442
C (2.445, -1.788, 0.815)  0.3730
O (2.876, -1.964, 2.007)  -0.7110
C (2.845, -0.493, -0.085)  -0.4891
C (1.444, 0.259, -0.405)  -0.3137
C (1.466, 1.817, 0.091)  -0.4972
S (0.039, 2.046, 1.259)  -0.1179
C (-1.574, 1.720, 0.420)  -0.1378
S (-2.511, 3.055, -0.039)  -0.1360
N (-2.157, 0.394, 0.137)  0.3127
C (-2.001, -0.307, -1.121)  -0.0997
C (-2.837, -1.624, -0.942)  -0.2647
N (-3.381, -1.553, 0.393)  -0.6155
C (-3.002, -0.342, 1.088)  -0.0516
H (3.578, 0.196, 0.463)  0.2867
H (3.251, -0.852, -1.106)  0.2216
H (0.604, -0.282, 0.170)  0.2263
H (1.188, 0.262, -1.520)  0.1973
H (2.463, 2.049, 0.628)  0.3685
H (1.444, 2.536, -0.813)  0.2783
H (-1.425, 0.003, -2.055)  0.3125
H (-3.003, -2.455, -1.717)  0.2975
H (-3.305, -0.018, 2.144)  0.3039

Forces on the atoms, in the same order (eV/Å):
3.75 4.07 2.06
-2.39 -3.73 -0.20
-0.57 1.24 -3.15
-1.08 -0.60 -0.36
0.23 0.64 0.49
0.51 -1.24 -1.57
-0.34 0.22 -0.06
-1.11 1.53 -1.63
1.50 -2.21 0.95
-0.04 -1.12 0.13
-2.87 -3.50 1.76
1.87 5.30 2.49
1.36 2.76 -0.05
0.76 -2.98 -5.24
-0.96 -1.01 -0.81
-0.32 0.49 1.85
1.44 0.71 -1.12
0.41 -0.19 1.53
-1.99 -0.35 -0.27
-0.35 -0.96 1.53
-0.80 -0.04 2.02
0.26 1.50 1.74
0.74 -0.52 -2.09



The following is a quantum chemistry calculation of 2 unconnected molecules or ions with the total composition C8H9N2OS, from the OMol25 dataset.

Properties
2S+1: 1
HOMO level, eV: -11.31
DFT total energy, eV: -24296.7253
Kohn-Sham gap, eV: 6.63
Total charge: +1
ΔE to the lowest compared entry with this formula, charge and spin, eV: 0.117

Last column: Mulliken charge in e.
Atoms and positions in Å:
C (1.633, -2.346, -2.027)  -0.6467
C (2.516, -1.325, -2.345)  -0.4206
C (0.437, -2.099, -1.273)  -0.5462
C (2.229, -0.111, -1.925)  -0.2089
C (0.176, -0.832, -0.770)  0.4955
C (1.195, 0.132, -1.013)  0.2670
C (-0.791, -0.321, 0.131)  0.3722
C (-1.367, 2.081, 2.854)  -0.1002
N (-0.532, 0.855, 0.561)  -0.2704
N (-2.530, 2.599, 2.702)  -0.2072
O (-1.768, -0.963, 0.768)  -0.4865
S (0.675, 1.605, -0.231)  -0.0508
H (1.664, -3.351, -2.491)  0.3111
H (3.450, -1.429, -2.874)  0.3980
H (-0.227, -2.897, -1.052)  0.2829
H (2.845, 0.738, -2.353)  0.2740
H (-0.659, 2.903, 2.976)  0.2944
H (-1.085, 1.096, 3.045)  0.3317
H (-3.348, 1.922, 2.554)  0.3242
H (-2.800, 3.559, 2.474)  0.2890
H (-1.712, -1.815, 0.290)  0.2975

Forces on the atoms, in the same order (eV/Å):
-2.72 -1.50 0.40
0.33 -2.27 -0.51
1.94 -0.20 -1.18
0.48 4.78 0.75
2.24 -0.17 -0.51
-1.52 0.53 -0.84
0.80 0.97 1.33
0.07 4.14 0.14
-1.26 1.62 0.64
-2.74 -3.22 -1.02
-0.01 -1.82 -1.33
1.47 0.02 -0.43
0.54 0.69 0.58
-0.19 -0.56 -0.46
-0.47 -0.79 -0.14
-0.70 -0.90 1.09
0.71 -0.74 -0.27
-0.27 -1.57 0.07
1.39 1.28 0.42
0.88 -0.17 0.35
-0.99 -0.13 0.92



The following is a quantum chemistry calculation of a gas-phase ion, C8H9N2OS (charge +1), from the OMol25 dataset.

Properties
2S+1: 1
HOMO level, eV: -12.64
DFT total energy, eV: -24296.8420
Kohn-Sham gap, eV: 9.41
Total charge: +1
ΔE to the lowest compared entry with this formula, charge and spin, eV: 0.000

Last column: Mulliken charge in e.
Atoms and positions in Å:
C (2.982, -1.636, -0.377)  -0.4845
C (2.128, -0.545, -0.772)  -0.2949
C (-2.582, 1.526, 0.216)  -0.4934
C (3.345, -1.278, 0.926)  -0.4084
C (-2.129, 0.280, -0.054)  0.5186
C (2.165, 0.351, 0.247)  0.1188
C (-0.371, 1.545, 0.335)  0.1295
C (-2.786, -0.961, -0.469)  -1.0868
N (-1.437, 2.360, 0.425)  -0.0242
N (-0.756, 0.343, -0.029)  0.0365
O (2.786, -0.169, 1.337)  -0.2714
S (1.497, 1.988, 0.427)  -0.1261
H (3.317, -2.419, -0.996)  0.4450
H (1.552, -0.456, -1.678)  0.6668
H (-3.655, 1.704, 0.052)  0.3746
H (3.978, -1.662, 1.609)  0.5794
H (-2.211, -1.586, 0.167)  0.3452
H (-3.842, -0.997, -0.141)  0.3631
H (-2.562, -1.273, -1.545)  0.2779
H (-1.410, 3.314, 0.539)  0.1238
H (-0.009, -0.427, -0.219)  0.2105

Forces on the atoms, in the same order (eV/Å):
-0.50 2.14 2.18
0.78 -0.54 -0.12
-0.12 -0.37 -0.65
-1.13 -1.28 -3.42
-0.18 1.39 -1.02
-1.79 1.24 0.50
2.59 1.56 -0.40
-0.06 -0.29 -0.54
-0.70 -4.27 -0.40
1.92 -1.55 0.29
-0.08 1.70 -0.57
-2.21 -1.20 -0.18
0.24 -0.88 -0.24
0.39 0.23 -0.31
0.87 1.04 0.59
1.94 -1.66 1.93
-0.06 -1.84 0.42
0.58 -0.07 -0.62
-0.67 0.64 1.41
0.02 2.41 0.54
-1.83 1.60 0.61



The following is a quantum chemistry calculation of a molecular structure, C8H9N3, from the OMol25 dataset.

Properties
2S+1: 1
HOMO level, eV: -7.59
DFT total energy, eV: -12911.4710
Kohn-Sham gap, eV: 8.29
Total charge: 0
ΔE to the lowest compared entry with this formula, charge and spin, eV: 0.738

Last column: Mulliken charge in e.
Atoms and positions in Å:
C (-1.263, -0.332, 1.922)  -1.0965
C (-1.285, 1.149, -0.019)  0.4803
C (0.376, 0.657, -1.071)  0.5230
C (1.413, 0.507, -1.885)  -0.5270
C (2.377, -0.433, -1.682)  -0.4488
C (2.171, -1.482, -0.699)  -0.3189
C (1.031, -1.481, 0.141)  -0.6655
C (0.102, -0.453, -0.176)  0.5778
H (-2.349, -0.109, 1.974)  0.3967
H (-1.152, -1.374, 1.954)  0.4280
H (-0.655, 0.185, 2.716)  0.2467
H (-2.910, 2.455, 0.057)  0.2267
H (-2.776, 1.236, 1.276)  0.0334
H (1.601, 1.278, -2.622)  0.3524
H (3.251, -0.555, -2.317)  0.3564
H (2.861, -2.413, -0.564)  0.2391
H (1.117, -2.187, 0.930)  0.3264
N (-0.944, -0.026, 0.557)  -0.0108
N (-2.393, 1.740, 0.489)  -0.3114
N (-0.571, 1.639, -0.981)  -0.8080

Forces on the atoms, in the same order (eV/Å):
-0.86 0.77 -0.30
-2.22 2.29 0.38
-1.38 -2.94 1.10
2.57 1.75 -2.11
0.33 -3.70 1.23
0.44 -0.40 -0.28
1.06 1.76 -2.59
3.20 -0.19 0.93
0.77 -0.55 0.95
0.10 -1.55 0.80
-0.55 -0.31 -0.95
-0.24 0.70 -0.58
-0.50 0.87 -0.50
0.00 0.08 -0.15
-0.20 0.37 -0.01
-0.90 2.21 -0.45
-1.06 -0.37 0.67
-0.48 0.77 0.18
0.00 -0.78 1.41
-0.08 -0.77 0.26